(1)
Entry from the Open Molecules 2025 dataset: C6H19N2O7Y as an isolated structure at a distorted geometry (the ωB97M-V functional and the def2-TZVPD basis).

The geometry in XYZ format:
```
35
Properties=species:S:1:pos:R:3:forces:R:3:lowdin_charge:R:1
Y -1.4996 1.7705 -0.6808 -1.920 4.512 -0.073 1.2976
O -3.0261 3.5595 -0.7894 -0.737 -0.574 -0.346 -0.5344
H -3.9849 3.4729 -0.6548 0.498 -0.253 0.072 -0.1320
O -2.3633 1.8149 1.4197 -0.358 -1.041 1.022 -0.5107
H -2.6065 1.2423 2.1663 0.097 0.119 -0.505 -0.1177
O -2.6834 0.3435 -1.8606 -0.143 -1.580 -0.282 -0.5039
H -2.8636 -0.3600 -2.5027 0.080 0.628 0.349 -0.0980
O -0.4801 3.6181 0.1483 1.694 -0.402 1.092 -0.5157
H 0.4452 3.6520 0.4502 -0.266 0.011 -0.143 -0.1305
O -0.8166 3.1245 -2.4473 0.571 -0.894 -1.120 -0.5399
H 0.1366 3.1118 -2.6402 -0.364 0.042 0.252 -0.1325
C 0.9722 -0.2921 -2.3260 -0.571 0.798 -0.196 -0.3031
O 0.2771 0.5521 -1.8280 0.528 -0.526 0.276 -0.0318
N 0.6909 -1.6180 -2.3632 1.301 -1.236 -1.097 -0.1693
C -0.4186 -2.2791 -1.7119 0.939 0.072 0.782 -0.0488
C 1.6642 -2.5985 -2.9066 0.494 1.603 -0.255 -0.0811
H 1.8660 0.0390 -2.8790 0.303 -0.537 -0.026 0.1387
H -0.7115 -3.0465 -2.4279 -0.755 -0.043 0.389 0.0850
H -1.1868 -1.6359 -1.2820 -0.219 0.406 -0.862 0.0767
H 0.0645 -2.7285 -0.8401 -0.346 -0.745 0.206 0.0674
H 2.6094 -2.0973 -3.1231 0.106 0.307 0.408 0.0683
H 1.9036 -3.4096 -2.2189 -0.350 -0.016 0.146 0.0745
H 1.4539 -2.9871 -3.9046 -0.875 -0.299 0.130 0.0743
C 0.3544 -0.5737 1.5661 -1.881 2.220 -0.898 -0.3032
O -0.2351 0.2670 0.8887 1.516 -2.239 0.278 -0.0526
N 0.7665 -0.3068 2.8098 1.576 -1.170 1.316 -0.1710
C 1.6249 -1.3466 3.4560 -0.797 1.594 0.180 -0.0609
C 0.5712 0.9981 3.4588 -0.374 0.063 -0.721 -0.0279
H 0.5086 -1.6407 1.3390 -0.048 0.013 -0.595 0.1196
H 1.2522 -1.4846 4.4717 0.386 0.146 0.241 0.0725
H 2.6380 -0.9451 3.4183 0.235 -0.385 0.449 0.0775
H 1.5957 -2.3414 3.0129 -0.206 0.294 -0.545 0.0675
H 1.4444 1.6131 3.6838 0.674 -0.761 0.175 0.0785
H 0.0711 1.6552 2.7438 -0.763 -0.268 -0.103 0.0841
H -0.0344 0.8570 4.3538 -0.022 0.143 0.004 0.0830
```
Forces are in eV/Å.

E_LUMO in eV: 4.14
Charge: -2
Spin multiplicity: 1
F_max in eV/Å: 4.9

(2)
Entry from the Open Molecules 2025 dataset: C6H19N2S4SbSeSiW as an isolated structure at a distorted geometry (the ωB97M-V functional and the def2-TZVPD basis).

The geometry in XYZ format:
```
35
Properties=species:S:1:pos:R:3:forces:R:3:nbo_charge:R:1
W 0.8085 -0.4192 1.3516 -1.237 0.488 -0.143 0.3678
N -1.1209 -1.6305 1.5958 0.069 -0.045 0.041 -0.8139
C -2.4634 -1.0113 1.6729 0.012 0.048 -0.037 -0.2226
C -2.5176 0.1670 2.6376 0.007 -0.008 0.006 -0.4334
C -1.9424 1.4573 2.0653 -0.015 -0.046 -0.030 -0.2217
N -0.4672 1.4590 2.0677 0.091 -0.043 -0.010 -0.8190
H -1.0785 -2.2632 0.8003 -0.051 0.007 -0.027 0.4091
H -0.9627 -2.2076 2.4207 0.013 0.026 -0.030 0.3996
H -3.1935 -1.7694 1.9637 0.008 -0.002 0.013 0.1972
H -2.7138 -0.6725 0.6672 -0.017 -0.011 0.001 0.2235
H -2.0175 -0.0878 3.5788 -0.021 0.006 -0.003 0.2159
H -3.5653 0.3460 2.8864 -0.007 0.004 -0.017 0.2281
H -2.3162 2.3177 2.6250 0.005 -0.015 0.025 0.1953
H -2.2666 1.5703 1.0303 -0.009 0.033 0.003 0.2198
H -0.1257 1.5836 3.0171 0.010 0.035 -0.018 0.4055
H -0.1208 2.2416 1.5201 -0.029 -0.026 -0.063 0.4097
S 2.5377 1.2335 1.1068 0.325 0.292 -0.027 -0.5068
Sb 3.5688 -0.7005 1.9543 0.005 -0.163 -0.356 0.9823
S 0.8754 -0.6687 3.7201 -1.719 -0.186 -0.186 -0.2611
S 1.7073 -2.3180 0.5546 0.603 -0.298 0.202 -0.3657
S 2.7820 -0.4874 4.2660 1.748 -0.031 0.420 -0.3113
C 0.0050 -1.1759 -3.7214 0.032 -0.016 0.004 -1.1292
Si 0.8543 0.1530 -2.7158 -0.047 0.065 0.080 1.5227
C 0.7609 1.7995 -3.6008 -0.012 -0.026 -0.017 -1.1276
C 2.6403 -0.2885 -2.4227 0.012 -0.037 0.110 -1.1454
Se -0.4131 0.4298 -0.8161 0.239 -0.099 0.112 -0.5881
H 0.4973 -1.3117 -4.6881 0.002 0.004 0.004 0.2347
H -1.0394 -0.9160 -3.9011 0.000 0.000 0.000 0.2394
H 0.0292 -2.1287 -3.1889 0.001 0.000 -0.004 0.2410
H 1.2923 1.7653 -4.5557 -0.003 -0.010 0.002 0.2339
H 1.2103 2.5810 -2.9857 0.003 0.003 -0.007 0.2425
H -0.2760 2.0789 -3.7958 0.002 0.007 0.001 0.2387
H 3.1541 -0.3556 -3.3858 -0.008 0.009 -0.007 0.2380
H 2.7439 -1.2449 -1.9068 -0.015 0.031 -0.036 0.2500
H 3.1332 0.4741 -1.8175 0.003 0.002 -0.006 0.2508
```
Forces are in eV/Å.

E_LUMO (spin up / spin down) in eV: -0.59 / -1.29
Charge: 0
Spin multiplicity: 3
⟨S²⟩: 2.033
F_max in eV/Å: 1.8

(3)
Entry from the Open Molecules 2025 dataset: a 3-piece molecular cluster, C6H19N3O overall at a distorted geometry (the ωB97M-V functional and the def2-TZVPD basis).

The geometry in XYZ format:
```
29
Properties=species:S:1:pos:R:3:forces:R:3:nbo_charge:R:1
C -0.9737 -2.5365 0.4218 -1.459 -0.006 0.248 -0.5304
C -1.6642 -1.5025 -0.0929 0.601 -0.476 0.082 0.1207
C -2.1541 -1.5094 -1.5074 -0.189 -0.131 0.128 -0.6595
C -1.9056 -0.2437 0.6739 -0.169 -0.130 0.073 -0.6629
H -0.9651 -3.4973 -0.0720 0.278 -0.041 -0.333 0.2041
H -0.7331 -2.5617 1.4730 0.337 0.188 0.138 0.2073
H -1.9812 -2.4684 -1.9894 0.040 -0.063 -0.054 0.2135
H -1.6584 -0.7283 -2.0808 0.049 0.105 -0.045 0.2281
H -3.2263 -1.3045 -1.5287 -0.020 0.046 -0.047 0.2217
H -2.9838 -0.0782 0.7736 0.085 0.037 0.003 0.2215
H -1.4562 -0.2845 1.6599 0.016 0.009 0.151 0.2269
H -1.4875 0.6107 0.1499 0.026 0.157 -0.135 0.2289
N -0.0084 3.1866 1.4364 -0.123 0.083 0.010 -0.8351
C 0.9195 2.6198 0.4903 -0.030 -0.072 0.099 -0.0603
N 1.9565 1.8141 1.1336 0.191 -0.067 -0.133 -0.4873
N 1.3524 0.6761 1.7559 0.056 -0.133 -0.010 -0.7088
H 0.5010 3.7668 2.0955 -0.037 -0.062 -0.014 0.3531
H -0.4143 2.4247 1.9719 0.055 0.094 0.004 0.3657
H 1.4243 3.4279 -0.0474 -0.031 -0.121 -0.026 0.1802
H 0.3378 2.0225 -0.2310 0.102 0.079 0.035 0.1509
H 2.6459 1.5340 0.4317 -0.227 -0.042 0.115 0.3250
H 2.0272 0.2812 2.4020 -0.155 0.098 -0.056 0.3506
H 1.1024 -0.0311 1.0607 0.244 0.149 0.035 0.3626
C 1.7854 -0.7894 -1.9935 0.217 -0.041 -0.266 -0.2393
O 0.9643 -0.8279 -0.8568 -1.018 -1.885 0.886 -0.7860
H 2.1033 0.2505 -2.1351 -0.107 -0.163 0.053 0.1779
H 2.6893 -1.3940 -1.8723 -0.024 -0.061 -0.071 0.1630
H 1.2560 -1.1021 -2.9017 0.063 -0.037 0.058 0.1616
H 0.5467 -1.7552 -0.6211 1.229 2.486 -0.928 0.5063
```
Forces are in eV/Å.

SMILES string: C=C(C)C.NCNN.CO
E_LUMO in eV: 0.76
Charge: 0
Spin multiplicity: 1
F_max in eV/Å: 2.9

(4)
Entry from the Open Molecules 2025 dataset: C6H19N3O2PRb as an isolated structure at a distorted geometry (the ωB97M-V functional and the def2-TZVPD basis).

The geometry in XYZ format:
```
32
Properties=species:S:1:pos:R:3:forces:R:3:lowdin_charge:R:1
Rb -2.0807 -3.5131 -1.9056 -0.713 -0.027 0.207 0.9041
O -4.5797 -4.4224 -1.3862 0.783 0.351 0.075 -0.7563
H -4.9340 -4.1561 -0.5288 -0.079 -0.115 -0.182 -0.1881
O -1.1153 -1.0038 -0.6420 0.285 -0.573 -0.467 -0.3768
P -0.1010 -0.0389 -0.1641 0.198 0.380 0.639 0.4826
N 1.2735 0.0157 -1.0824 -0.056 -0.119 -0.473 -0.3028
C 1.6597 -1.1998 -1.8134 -0.501 0.422 0.189 -0.0829
C 2.2711 1.0742 -1.0046 0.047 -0.491 0.099 -0.1215
N 0.3208 -0.3903 1.3985 -0.954 -0.432 -0.008 -0.3048
C 1.1447 0.4565 2.2235 0.581 0.233 -0.002 -0.1051
C -0.0355 -1.6939 1.9807 0.781 0.660 0.334 -0.0837
N -0.5635 1.5477 -0.0948 -0.155 0.116 0.189 -0.3018
C -1.5617 1.9213 0.9147 0.470 0.498 0.292 -0.0955
C -0.7068 2.2711 -1.3453 -0.526 0.495 -0.361 -0.1071
H 1.1317 -1.2451 -2.7684 0.115 -0.131 -0.068 0.0820
H 1.3973 -2.0799 -1.2238 0.110 -0.099 -0.101 0.0745
H 2.7315 -1.1995 -1.9973 0.040 0.012 0.051 0.0825
H 3.2120 0.6451 -0.6456 0.090 0.153 -0.075 0.0836
H 1.9638 1.8352 -0.2929 -0.074 0.094 -0.101 0.0734
H 2.4356 1.5213 -1.9883 0.069 0.103 0.042 0.0838
H 0.8000 1.4872 2.3557 -0.394 -0.162 -0.169 0.0748
H 1.1839 0.0018 3.2118 0.221 0.100 0.045 0.0843
H 2.1601 0.5521 1.8181 0.059 -0.203 0.226 0.0760
H 0.8852 -2.2201 2.2619 -0.074 -0.158 -0.205 0.0842
H -0.5703 -1.5347 2.9208 -0.356 -0.152 -0.179 0.0861
H -0.5970 -2.2716 1.2598 -0.208 -0.061 0.131 0.0622
H -1.7769 1.1044 1.5988 -0.167 -0.135 -0.207 0.0813
H -1.1683 2.7368 1.5349 -0.010 0.010 -0.103 0.0812
H -2.4682 2.3042 0.4474 -0.144 -0.335 -0.032 0.0857
H -0.9845 3.3139 -1.1660 0.377 -0.001 0.331 0.0883
H -1.5455 1.9183 -1.9630 0.253 -0.373 0.000 0.0936
H 0.2179 2.2625 -1.9140 -0.069 -0.062 -0.115 0.0623
```
Forces are in eV/Å.

E_LUMO in eV: -0.22
Charge: 0
Spin multiplicity: 1
F_max in eV/Å: 1.1